(1)
Here is a cluster of 2 separate species, C27H24O5S2 in total from the Open Molecules 2025 dataset. Energies are from the ωB97M-V functional and the def2-TZVPD basis.

Structure (XYZ):
```
58
Properties=species:S:1:pos:R:3:forces:R:3
C 1.955 -1.767 -2.341 -0.512 1.965 -0.578
O 1.596 -0.412 -2.925 1.348 -2.114 -0.650
C 0.787 0.436 -2.320 -1.290 1.031 1.195
S 1.417 2.120 -2.187 -0.456 -1.220 -0.348
C 2.386 2.061 -0.690 0.125 0.877 0.064
C 1.720 2.278 0.514 0.298 -0.288 0.309
C 2.425 2.117 1.709 -0.043 -0.023 -0.411
C 3.783 1.784 1.684 -0.038 -0.013 -0.157
C 4.473 1.761 0.465 -0.384 0.024 -0.098
C 3.780 1.954 -0.737 -0.217 -0.317 0.387
O 2.381 2.390 -3.234 -0.487 -0.058 0.228
O 0.273 2.983 -1.970 0.542 -0.181 0.017
S -1.002 0.147 -2.373 1.472 0.982 -0.478
C -1.565 1.251 -3.696 -0.309 0.188 0.285
C -2.401 2.336 -3.414 0.104 -0.040 -0.136
C -2.746 3.221 -4.442 0.089 -0.091 0.065
C -2.255 3.024 -5.737 0.176 0.078 0.114
C -1.376 1.966 -5.988 -0.021 -0.103 0.093
C -1.035 1.072 -4.972 -0.018 0.130 -0.047
O -1.199 -1.219 -2.829 0.156 0.480 0.374
O -1.579 0.608 -1.126 -0.257 -0.304 -0.314
H 2.851 -2.048 -2.894 -0.132 -0.018 0.131
H 2.158 -1.639 -1.275 -0.097 -0.054 -0.081
H 1.125 -2.437 -2.546 -0.005 -0.038 0.144
H 0.675 2.585 0.496 0.179 -0.314 0.020
H 1.892 2.245 2.645 0.141 -0.039 0.014
H 4.304 1.554 2.618 -0.094 0.232 -0.300
H 5.546 1.585 0.434 -0.175 0.086 0.090
H 4.300 2.036 -1.691 -0.206 -0.298 0.185
H -2.733 2.510 -2.389 0.109 -0.122 -0.345
H -3.361 4.098 -4.214 0.164 -0.410 -0.122
H -2.508 3.732 -6.539 0.121 -0.376 0.427
H -0.920 1.843 -6.973 -0.227 0.038 0.251
H -0.320 0.268 -5.149 -0.212 0.157 0.000
C -1.724 -1.105 2.378 -0.951 -0.027 0.174
C -2.055 -2.481 2.365 -0.046 -0.574 0.001
C -3.324 -2.904 1.853 0.383 -0.358 -0.315
C -3.587 -4.253 1.637 0.272 0.108 0.052
C -2.593 -5.221 1.893 -0.130 0.331 0.254
C -1.417 -4.852 2.565 0.055 0.455 0.062
C -1.184 -3.511 2.867 -0.057 -0.137 -0.246
C -0.675 -0.549 3.183 1.478 0.461 0.237
C -0.906 0.530 4.082 0.056 -0.301 -0.355
C 0.100 0.970 4.944 0.165 -0.082 -0.182
C 1.378 0.400 4.885 -0.230 -0.409 -0.060
C 1.638 -0.638 3.974 -0.014 0.321 0.048
C 0.643 -1.088 3.117 -0.389 -0.005 0.351
H -2.392 -0.416 1.826 0.231 -0.398 0.573
H -4.081 -2.151 1.637 0.213 -0.157 -0.144
H -4.556 -4.566 1.245 0.321 0.136 0.063
H -2.757 -6.270 1.635 -0.031 0.395 0.095
H -0.678 -5.612 2.854 -0.454 0.407 -0.104
H -0.312 -3.234 3.463 -0.323 -0.170 -0.320
H -1.902 0.969 4.129 0.234 -0.056 0.000
H -0.092 1.768 5.669 -0.041 -0.327 -0.379
H 2.160 0.736 5.574 -0.301 -0.098 -0.334
H 2.630 -1.091 3.925 -0.287 0.221 -0.015
H 0.856 -1.872 2.386 0.004 0.416 0.214
```
Forces are in eV/Å.

2S+1 = 1
LUMO = -3.4 eV
Calculated total energy = -2215.5957 a.u.
Strongest force on any atom = 2.59 eV/Å



(2)
Here is an isolated molecule of C20H28N4O3S from the Open Molecules 2025 dataset. Energies are from the ωB97M-V functional and the def2-TZVPD basis.

Structure (XYZ):
```
56
Properties=species:S:1:pos:R:3:forces:R:3
C 3.373 0.798 0.408 0.010 -0.013 0.023
C 2.374 1.425 -0.510 -0.002 0.057 -0.098
C 1.761 2.633 -0.200 -0.011 -0.068 -0.088
C 0.789 3.168 -1.029 -0.031 0.141 0.075
C 0.431 2.487 -2.175 -0.446 0.257 -0.490
C 1.046 1.297 -2.518 0.070 -0.153 -0.115
C 2.015 0.769 -1.686 -0.062 0.132 0.026
H 2.491 -0.167 -1.938 0.044 -0.117 -0.041
H 0.761 0.813 -3.439 0.031 -0.116 -0.100
S -0.838 3.141 -3.258 -0.428 -0.063 -0.091
O -0.811 4.570 -3.199 0.049 0.006 0.370
O -0.718 2.482 -4.527 0.136 -0.273 0.199
N -2.318 2.673 -2.642 0.986 0.390 -0.464
C -2.627 1.272 -2.654 0.038 -0.508 -0.044
H -3.710 1.161 -2.779 0.112 -0.003 -0.041
C -2.160 0.555 -1.366 -0.013 -0.345 -0.093
N -2.224 1.467 -0.244 -0.234 0.260 -0.269
C -1.421 1.471 0.850 0.250 -0.333 0.084
O -1.537 2.320 1.714 0.077 0.237 0.388
C -0.395 0.365 0.982 -0.083 -0.020 0.099
H 0.325 0.693 1.733 -0.030 0.040 -0.112
H 0.144 0.191 0.053 -0.042 0.051 0.054
C -1.009 -0.956 1.446 -0.216 0.377 -0.254
N 0.021 -1.960 1.529 0.211 -0.498 0.386
C 0.033 -3.066 2.315 0.264 -0.109 -0.091
C 1.201 -3.746 2.022 -0.253 0.173 0.013
C 1.831 -2.965 1.031 -0.417 0.030 0.196
N 1.103 -1.898 0.748 0.364 0.236 -0.533
C 3.130 -3.235 0.360 -0.098 0.041 0.069
H 3.947 -3.188 1.081 0.120 -0.015 -0.022
H 3.127 -4.232 -0.079 0.083 -0.049 -0.071
H 3.302 -2.501 -0.421 0.070 0.029 -0.080
C 1.720 -5.016 2.601 -0.017 0.131 -0.038
H 1.931 -5.735 1.809 0.020 -0.129 0.031
H 0.999 -5.456 3.285 0.019 -0.113 0.061
H 2.648 -4.836 3.144 0.051 -0.106 0.079
C -1.065 -3.371 3.269 0.019 0.070 -0.041
H -2.023 -3.428 2.752 -0.089 -0.038 0.054
H -0.877 -4.323 3.756 -0.038 -0.034 0.040
H -1.137 -2.601 4.037 -0.066 -0.012 0.078
H -1.464 -0.833 2.432 0.020 -0.041 -0.109
H -1.787 -1.285 0.745 0.010 0.030 0.104
C -3.228 2.505 -0.372 -0.057 0.156 0.062
C -2.887 3.429 -1.547 -0.184 0.361 0.316
H -3.794 3.941 -1.892 0.096 0.022 0.099
H -2.160 4.189 -1.260 -0.174 0.032 0.162
H -3.248 3.065 0.564 -0.104 -0.072 -0.176
H -4.203 2.032 -0.530 0.003 0.047 0.038
H -1.137 0.199 -1.493 -0.119 -0.016 0.028
H -2.809 -0.314 -1.190 0.086 0.000 -0.095
H -2.135 0.849 -3.529 -0.202 -0.210 0.058
H 0.319 4.111 -0.802 -0.030 0.142 0.091
H 2.037 3.159 0.702 0.027 0.048 0.113
H 2.963 -0.138 0.789 0.007 -0.051 0.081
H 3.605 1.451 1.244 0.062 0.028 0.083
H 4.294 0.566 -0.125 0.110 -0.019 -0.003
```
Forces are in eV/Å.

2S+1 = 1
LUMO = 0.5 eV
Calculated total energy = -1621.8567 a.u.
Strongest force on any atom = 1.16 eV/Å
SMILES = Cc1ccc(S(=O)(=O)N2CCN(C(=O)CCn3nc(C)c(C)c3C)CC2)cc1



(3)
Here is a structure of composition C22H17BF2NO2Os from the Open Molecules 2025 dataset. Energies are from the ωB97M-V functional and the def2-TZVPD basis.

Structure (XYZ):
```
46
Properties=species:S:1:pos:R:3:forces:R:3
Os -0.181 0.230 0.542 -0.943 -1.959 -1.976
F -2.730 1.063 2.098 0.712 -0.386 -0.729
B -1.528 0.486 2.099 -1.660 1.023 1.649
F -1.123 0.119 3.317 0.443 -0.094 -1.023
C 4.733 -0.361 -1.821 0.342 -1.360 1.033
C 3.675 -1.158 -1.358 -0.027 -0.664 1.042
C 2.340 -0.694 -1.371 1.376 -1.067 1.009
C 2.052 0.544 -1.897 1.036 0.312 -1.984
C 3.098 1.243 -2.526 0.875 -0.229 -0.834
C 4.431 0.801 -2.484 -1.607 0.952 0.091
C 0.780 1.157 -2.093 0.450 0.406 0.411
C -0.121 1.343 -1.103 -2.759 1.694 0.284
C -1.019 2.573 -1.288 -0.326 -0.947 0.578
C -2.315 2.577 -0.781 -0.190 -0.399 -0.314
C -3.101 3.728 -0.850 -0.973 -0.379 0.649
C -2.683 4.857 -1.513 1.776 0.039 -0.673
C -1.411 4.832 -2.160 -0.741 -0.426 0.494
C -0.607 3.717 -1.982 1.844 0.315 0.146
H 5.774 -0.684 -1.565 -1.024 0.319 -0.783
H 3.938 -2.159 -0.896 -0.569 1.367 -0.578
H 1.576 -1.304 -0.909 -0.197 -0.278 -0.232
H 2.841 2.103 -3.159 0.225 -0.216 0.511
H 5.157 1.407 -2.968 0.669 0.291 -0.187
H 0.647 1.821 -2.962 0.144 -0.606 0.273
H -2.714 1.609 -0.483 -0.196 0.406 0.460
H -4.087 3.741 -0.366 0.461 -0.152 -0.284
H -3.241 5.779 -1.507 -0.316 -0.067 -0.123
H -1.073 5.669 -2.774 -0.018 -0.195 0.409
H 0.478 3.750 -2.234 -1.017 0.222 -0.277
C -1.012 -1.650 0.240 -0.852 0.239 -1.574
C -0.958 -2.509 1.420 -0.262 -1.571 1.586
C -2.053 -2.599 2.348 1.037 0.723 -0.451
C -2.059 -3.594 3.314 -0.126 -0.310 -0.404
C -1.042 -4.572 3.290 -0.255 1.347 -0.255
C 0.127 -4.377 2.530 -0.284 -1.235 0.523
C 0.148 -3.401 1.573 -0.244 1.473 -0.297
C -1.226 -5.772 4.010 0.582 -3.580 2.446
N -1.238 -6.799 4.589 -0.210 2.950 -1.693
H -2.064 -1.368 0.013 0.345 -0.288 -0.029
H -0.636 -2.203 -0.650 -0.009 0.538 0.399
H -2.864 -1.837 2.324 0.529 -0.762 -0.108
H -2.886 -3.672 4.033 0.401 -0.082 -0.471
H 0.953 -5.090 2.688 -0.460 0.460 -0.340
H 1.034 -3.269 0.932 -0.528 -0.169 0.255
O 0.945 1.385 1.462 2.594 3.476 0.356
O 1.247 2.538 0.878 -0.050 -1.131 1.016
```
Forces are in eV/Å.

2S+1 = 5
Net charge = +1
LUMO (alpha / beta) = -5.2 / -6.8 eV
Calculated total energy = -1368.5399 a.u.
Strongest force on any atom = 4.37 eV/Å
⟨S²⟩ = 6.053



(4)
Here is an isolated molecule of C14H20N2O2 from the Open Molecules 2025 dataset. Energies are from the ωB97M-V functional and the def2-TZVPD basis.

Structure (XYZ):
```
38
Properties=species:S:1:pos:R:3:forces:R:3
O -3.723 -1.011 0.723 1.514 0.403 -0.705
O 2.138 1.129 -0.937 -0.832 -0.897 -0.209
N -0.748 0.493 2.045 -0.869 0.502 0.415
C -2.942 -0.548 1.541 -2.406 -1.116 -0.630
C 1.030 0.612 -1.092 0.615 2.074 -0.821
C 0.291 0.890 1.347 -0.663 -0.207 0.594
C 0.102 0.461 -0.011 0.306 -0.264 0.909
C -1.107 -0.170 -0.117 0.637 0.428 0.221
N -1.667 -0.099 1.177 1.408 -0.276 -1.453
C -3.487 -0.463 2.924 -0.343 0.954 -0.103
C 3.823 1.622 2.672 0.154 0.621 0.795
C -1.114 -0.976 -3.927 1.100 -0.343 0.173
C 0.399 -2.108 -2.270 0.226 -0.039 0.250
C 1.428 1.702 1.996 -0.838 -1.180 -0.766
C 0.450 0.377 -2.477 1.478 -1.143 -0.291
C -1.549 -0.709 -1.458 -1.049 0.049 0.271
C 2.646 0.812 2.258 -0.495 -0.207 -0.202
C -0.446 -0.860 -2.543 0.018 0.122 0.586
H -3.528 0.602 3.147 0.262 0.002 0.682
H -2.865 -1.020 3.568 0.819 -0.175 1.192
H -4.522 -0.858 3.000 0.837 0.152 -0.595
H 3.992 2.447 1.985 0.137 0.069 -0.090
H 4.715 1.025 2.748 0.455 -0.235 -0.075
H 3.637 2.031 3.665 0.128 0.280 0.083
H -1.933 -1.694 -3.876 0.081 -0.066 -0.258
H -1.488 -0.012 -4.210 -0.472 0.521 -0.239
H -0.357 -1.263 -4.706 -0.719 0.031 0.719
H 1.308 -2.060 -2.898 -0.423 -0.296 0.214
H -0.185 -3.013 -2.488 0.272 0.154 -0.025
H 0.725 -2.170 -1.213 -0.121 0.082 -0.459
H 1.039 2.165 2.909 0.125 -0.083 -0.146
H 1.732 2.463 1.277 -0.130 0.122 0.075
H -0.067 1.241 -2.850 -0.390 0.713 0.200
H 1.340 0.267 -3.118 -0.376 -0.076 -0.051
H -2.068 -1.650 -1.328 -0.139 -0.318 0.070
H -2.324 -0.026 -1.828 0.004 -0.003 -0.032
H 2.407 0.070 3.022 -0.045 -0.093 -0.064
H 2.921 0.299 1.343 -0.268 -0.262 -0.235
```
Forces are in eV/Å.

2S+1 = 1
LUMO = 0.2 eV
Calculated total energy = -805.4660 a.u.
Strongest force on any atom = 2.73 eV/Å
SMILES = CCCc1nn(C(C)=O)c2c1C(=O)CC(C)(C)C2



(5)
Here is an isolated molecule of C4H9N3 from the Open Molecules 2025 dataset. Energies are from the ωB97M-V functional and the def2-TZVPD basis.

Structure (XYZ):
```
16
Properties=species:S:1:pos:R:3:forces:R:3
C -1.551 0.416 -1.507 -1.350 -1.136 2.519
N 0.923 0.383 -1.334 0.495 0.061 0.343
C -0.194 0.138 0.713 0.803 0.747 0.587
C 1.002 -0.153 -0.121 0.658 -0.618 -0.832
N -0.022 0.244 2.040 -0.485 -0.041 -0.385
C 1.949 -0.978 0.443 -0.269 -0.212 0.204
N -1.342 0.375 0.147 -0.057 0.315 -2.922
H 1.569 -0.068 -1.977 0.427 0.188 0.283
H -0.780 0.476 2.661 0.128 -0.149 -0.020
H 0.900 0.062 2.406 -0.029 0.090 -0.091
H -2.089 0.760 0.718 0.057 -0.228 -0.395
H -1.599 1.450 -1.827 0.250 -0.076 0.109
H -2.517 -0.087 -1.552 -0.335 0.364 -0.143
H -0.815 -0.191 -2.041 -0.317 0.595 0.674
H 1.806 -1.471 1.393 -0.121 -0.086 0.084
H 2.760 -1.357 -0.161 0.146 0.186 -0.016
```
Forces are in eV/Å.

2S+1 = 1
LUMO = 0.5 eV
Calculated total energy = -321.9758 a.u.
Strongest force on any atom = 3.08 eV/Å



> The lowest strongest force on any atom belongs to which entry?

C20H28N4O3S



> Look up the calculated total energy of the third one.

-1368.5399 a.u.



> Look up the 2S+1 of the first one.

1



> Which value of strongest force on any atom does entry 2 give?

1.16 eV/Å